(1)
103
Properties=species:S:1:pos:R:3:forces:R:3:lowdin_charge:R:1 method="wB97M-V/def2-TZVPD" e_homo_ev=-10.030 largest_force_ev_per_a=5.2 orbital_gap_ha=0.2300 total_charge=+1
C -1.63832 8.01392 -2.50393 0.8842 0.1441 -0.0786 -0.1397
C -0.65550 7.49152 -3.71904 -0.3596 1.4625 -0.3753 -0.2559
C -1.50516 7.23265 -5.09706 1.0371 -0.4405 -0.5170 -0.1873
C -2.20204 5.72789 -5.18646 -1.2415 1.8104 -1.2481 -0.1816
N -2.26199 4.99935 -3.86229 1.0216 -4.5207 -2.2698 0.0471
C -1.98260 3.51810 -3.98880 0.3836 -1.4976 0.0570 -0.0866
N -1.81043 2.70351 -5.09449 -1.3576 1.7077 1.2115 0.0596
C -1.48760 1.21311 -4.94990 0.3237 1.2246 0.3776 -0.7706
S -2.84030 0.06105 -5.57208 -0.2702 -0.4288 1.3448 0.6532
P -0.13966 0.97897 -6.31085 2.3965 0.0217 -0.8732 0.6645
O 0.59428 2.49417 -6.76793 -3.1728 -1.2920 -0.0994 -0.3629
Br -1.26248 0.32855 -8.22924 0.7744 1.0286 0.4698 0.2627
C -1.02004 1.10809 -3.35797 0.7478 0.4838 -0.8731 -0.2026
C -1.19429 -0.34808 -2.58862 -2.1526 -0.0055 -0.0955 -0.1161
O -1.31981 -0.03967 -1.14941 1.5417 -1.5927 -1.7745 -0.2386
C -0.15548 -0.50429 -0.37983 0.4557 1.0351 2.4890 -0.2147
C -0.64498 -0.51492 1.21933 -0.9953 1.1618 -0.8958 -0.0813
B 0.61615 1.46675 -3.36398 3.2627 0.4400 0.3964 -0.5325
O 1.15145 2.80616 -3.79675 -1.2351 -2.2742 2.9682 -0.0056
O 1.66592 0.50426 -2.89736 -2.2642 1.4434 -2.1687 -0.0953
C 2.15715 -0.32297 -4.01129 0.2277 -1.0452 -1.8863 -0.1160
C -1.79263 2.42425 -2.73769 -1.6869 1.1415 -0.4606 -0.5171
I -0.83721 3.42459 -0.98558 -0.1279 -0.5063 -1.1756 1.0259
C -3.33566 2.29301 -2.20189 -1.2805 -0.4849 1.0293 -0.2377
O -4.06439 1.10458 -2.66933 0.3883 2.3625 -0.8657 -0.2576
C -5.27131 1.44902 -3.43639 -1.1909 -1.5338 0.0624 -0.1242
H -2.35073 7.17132 -2.11276 1.3899 1.6501 -0.6322 0.0587
H -0.92746 8.39889 -1.64554 -1.6560 -0.9310 -1.5102 0.0865
H -2.26818 8.94263 -2.85764 1.2064 -1.9534 0.5892 0.0872
H 0.08180 8.40087 -3.95033 -1.5788 -2.0180 0.4635 0.1218
H 0.02746 6.58240 -3.43755 -1.5717 1.6172 -0.4809 0.1075
H -0.72062 7.31118 -5.99356 -1.8057 -0.2820 1.8711 0.1212
H -2.33081 8.03211 -5.33125 1.6754 -1.4502 0.8488 0.1170
H -1.63486 5.16178 -6.04040 -1.1485 0.7085 2.0136 0.1176
H -3.33084 5.92356 -5.51675 2.4754 -0.6648 0.3660 0.1400
H -3.12613 5.20935 -3.31646 1.2289 -0.5023 -0.2884 0.1379
H -1.87686 2.99632 -6.09380 -0.2663 0.2160 1.3950 0.1348
H -2.21600 -1.21843 -5.60220 -0.1376 1.8706 0.2122 -0.0413
H -0.06429 3.01314 -7.31810 1.2934 -0.5899 0.6250 0.0504
H -2.22975 -0.85431 -2.89973 2.1652 1.3640 0.5516 0.1329
H -0.36627 -1.13145 -2.85243 -1.1801 1.9104 0.5791 0.1444
H 0.24981 -1.55709 -0.69032 -0.8039 2.1250 0.2850 0.1421
H 0.65617 0.35963 -0.44217 -1.3216 -2.1475 -0.0988 0.1167
H -1.46025 0.35319 1.28908 1.6225 -1.8115 -0.2202 0.0822
H 0.21013 -0.21146 1.95914 -1.7876 -1.0767 -1.7199 0.0598
H -1.20270 -1.51045 1.51064 1.4393 1.9732 -0.5146 0.0844
H 1.61402 3.13190 -2.94944 -0.5106 -0.6312 -1.9971 0.1140
H 2.68924 0.29857 -4.87531 -1.1423 -0.9026 1.9542 0.1158
H 1.24840 -0.87879 -4.54776 1.9126 1.0279 1.2395 0.0775
H 2.90429 -1.16486 -3.68966 -1.7061 1.9767 -0.0726 0.0912
H -3.96503 3.23662 -2.54582 1.4481 -1.6674 0.8529 0.1257
H -3.31828 2.25248 -1.02504 -0.0407 0.0336 -2.4352 0.1028
H -6.15050 1.55610 -2.64949 1.6775 0.2127 -1.8232 0.1188
H -5.53230 0.48516 -4.09050 0.6718 2.2165 1.4050 0.1017
H -5.16096 2.36540 -4.15547 -0.0907 -1.5663 1.4764 0.0990
C 2.26926 -1.08812 3.47029 0.5746 -0.5533 1.2960 -0.3080
O 1.23202 -1.60877 3.08010 0.6342 -0.1894 0.5927 -0.0401
N 2.94595 -1.42030 4.62442 -0.6730 0.6121 -1.6761 -0.1882
C 4.17014 -0.75351 5.01490 -0.0703 -0.0401 0.1729 -0.0568
C 2.41855 -2.46782 5.47406 -0.3624 -0.0520 -0.0875 -0.0402
H 2.75780 -0.28028 2.90075 0.0803 0.0053 0.0859 0.1319
H 4.97033 -1.49590 5.08367 0.0830 0.1804 0.0404 0.0902
H 4.01993 -0.28202 5.99022 0.1604 0.0076 -0.0551 0.0859
H 4.45171 0.01131 4.28600 -0.1095 -0.1475 0.0546 0.0837
H 2.35756 -3.39658 4.89877 -0.0461 -0.0237 0.1543 0.0950
H 1.41212 -2.18900 5.80063 0.1974 -0.1827 0.1636 0.0707
H 3.06025 -2.61699 6.34663 -0.1200 0.1555 -0.2085 0.0980
C 3.39030 -3.91121 -4.53477 0.5703 -0.8024 0.5848 -0.3076
O 2.61618 -3.24557 -3.85884 0.4435 -0.6553 -0.1463 -0.0262
N 4.22735 -4.89590 -4.05521 -0.9572 1.1903 -0.8045 -0.2056
C 5.11514 -5.63866 -4.92462 -0.0073 -0.0219 0.1501 -0.0611
C 4.22053 -5.19877 -2.63902 -0.2331 0.2089 0.1564 -0.0459
H 3.47686 -3.76377 -5.62400 0.0826 -0.1007 0.0388 0.1349
H 4.86469 -6.70137 -4.86071 0.1795 0.0309 -0.1400 0.0922
H 6.14581 -5.48230 -4.59389 -0.0030 -0.1462 -0.1788 0.0922
H 5.01715 -5.30852 -5.96238 -0.0360 -0.0068 0.2022 0.0862
H 3.21317 -5.50939 -2.34575 0.1698 0.0220 0.1490 0.0941
H 4.48766 -4.29667 -2.08032 -0.0568 -0.1958 0.1054 0.0945
H 4.93248 -5.99672 -2.41139 -0.1281 0.1698 -0.1570 0.0911
C -0.83713 -3.62840 5.47836 -0.4733 -0.6019 -0.1443 -0.3062
O -0.68910 -3.34559 6.66044 -0.2896 -0.4821 -0.6234 -0.0044
N -1.56436 -4.69566 4.99634 0.7843 1.1524 0.3559 -0.2018
C -1.68998 -4.96074 3.57871 -0.0358 -0.0346 0.1809 -0.0606
C -2.22390 -5.58031 5.93430 0.0937 0.1436 0.2716 -0.0499
H -0.37871 -3.02238 4.67947 -0.0539 -0.1008 -0.0787 0.1157
H -2.74859 -4.92892 3.30580 0.0951 -0.0661 -0.1934 0.0885
H -1.28466 -5.95441 3.36789 -0.0818 0.0657 -0.2046 0.0892
H -1.14488 -4.21829 2.98948 -0.0385 -0.0681 0.1851 0.0815
H -2.92947 -4.99968 6.53622 0.0338 -0.2224 0.0469 0.0926
H -1.47315 -6.01987 6.59797 -0.2238 -0.0414 0.0365 0.0931
H -2.75787 -6.37466 5.40581 0.1400 0.2006 0.0187 0.0877
C 1.58474 0.15506 9.35564 -0.7673 -0.6181 -0.0762 -0.3269
O 2.17465 0.02413 8.29071 -0.4507 -0.0981 0.4701 -0.0123
N 0.43135 -0.50739 9.71774 1.3265 0.9629 -0.1067 -0.2051
C -0.20506 -0.29466 11.00049 0.0361 -0.0857 -0.2003 -0.0672
C -0.16407 -1.44532 8.78869 0.2882 0.0140 -0.2502 -0.0669
H 1.95047 0.84299 10.13578 -0.0927 -0.0453 0.0465 0.1279
H -0.24175 -1.24602 11.53876 -0.1126 0.1504 0.1339 0.0895
H -1.22114 0.07403 10.83388 0.0137 -0.0251 0.2286 0.0886
H 0.34803 0.43491 11.59828 -0.0407 -0.1104 -0.1470 0.0833
H 0.56135 -2.23281 8.56308 -0.3007 0.0602 -0.1249 0.0837
H -0.41298 -0.91962 7.86188 -0.0102 -0.2910 0.0392 0.0907
H -1.06829 -1.88893 9.21415 0.2195 0.1234 -0.0408 0.0912


(2)
100
Properties=species:S:1:pos:R:3:forces:R:3:lowdin_charge:R:1 method="wB97M-V/def2-TZVPD" e_homo_ev=-9.859 largest_force_ev_per_a=9.8 orbital_gap_ha=0.2780 smiles="CCC[C@@H](C#N)[C@H](C)C#N.CCOP(=O)(OCC)OCC.CCOP(=O)(OCC)OCC.CCOP(=O)(OCC)OCC"
C -3.74116 -5.33666 -5.33397 0.1453 -0.7333 -0.0647 -0.1187
C -3.17439 -6.05945 -3.97504 -0.5273 1.6473 -0.2263 -0.2191
C -1.93996 -5.16550 -3.45756 -0.1758 -0.3065 1.0571 -0.1969
C -0.75075 -5.98049 -2.74416 0.6523 -0.0220 -1.4378 -0.2313
C -0.28209 -7.29274 -3.57400 0.2060 -2.6642 -0.0958 -0.1592
N 0.04838 -8.34905 -4.04132 -1.5145 5.0764 2.0422 0.1212
C 0.55010 -5.01706 -2.69702 1.5344 -0.7120 0.6080 -0.2979
C 0.30672 -3.60039 -1.97847 0.7991 0.9573 -0.6931 -0.0764
C 1.24229 -4.85267 -4.15761 -2.1247 1.7293 -3.8411 -0.1362
N 1.33488 -4.56310 -5.33591 -0.0140 -1.7010 6.5223 0.1228
H -3.04522 -4.51159 -5.71902 -0.8935 -1.2575 0.6898 0.0675
H -4.75953 -4.84877 -5.14001 1.4141 -0.9034 -0.4297 0.0706
H -3.79433 -6.13710 -6.16444 -0.2403 1.4369 1.2441 0.0777
H -2.94392 -7.16742 -4.12768 -0.1082 1.6705 0.1178 0.1000
H -4.01436 -5.95681 -3.18319 1.4514 -0.4885 -1.2443 0.1057
H -1.47170 -4.48602 -4.24943 -0.7530 -1.2347 0.8249 0.1081
H -2.37222 -4.45309 -2.64711 0.8767 -1.1310 -1.3455 0.1203
H -1.06116 -6.28524 -1.67249 0.7531 0.2788 -1.8486 0.1602
H 1.33810 -5.57805 -2.05708 -1.2054 0.9430 -1.1426 0.1417
H 1.18871 -2.91669 -2.29741 -1.4665 -1.0950 0.6103 0.0870
H 0.33688 -3.63729 -0.83608 -0.1218 -0.3870 -1.6506 0.0910
H -0.64449 -3.05124 -2.29427 1.2962 -0.9918 0.3442 0.0753
O 2.25014 1.22364 -2.06045 -4.1276 0.4928 -2.0732 -0.2250
P 2.51874 1.97455 -3.37368 9.4695 0.8483 1.5945 0.7597
O 3.73305 0.94730 -3.84813 -0.7111 -0.3601 -0.3495 -0.2509
C 3.40453 -0.42692 -4.01919 0.0678 -0.4371 -0.0273 -0.2968
C 2.63077 -0.66257 -5.30082 0.0893 -0.1238 -0.2268 -0.0729
O 3.42101 3.17319 -2.65323 -1.3647 0.4733 -0.3273 -0.2447
C 3.04913 3.63143 -1.35172 0.1819 -0.2793 0.4598 -0.2897
C 3.90823 2.96428 -0.28971 0.2209 0.0101 0.1544 -0.0719
O 2.72641 2.82731 -4.84247 -3.9473 -0.8930 1.0328 -0.2684
C 4.01902 3.18517 -5.33546 0.8596 -0.1949 -0.4844 -0.2802
C 4.47027 2.23694 -6.43524 0.2825 -0.3017 0.1244 -0.0780
H 2.83706 -0.79806 -3.16166 0.0458 0.1422 0.0437 0.0900
H 4.34338 -0.98667 -4.04720 0.0108 0.1808 0.0294 0.1226
H 1.77401 0.01363 -5.38116 -0.0535 -0.0724 0.0581 0.0735
H 2.27241 -1.69449 -5.34917 -0.0158 0.0772 0.0144 0.0602
H 3.26408 -0.48551 -6.17275 -0.0882 0.0274 0.0456 0.0696
H 1.98576 3.45322 -1.17349 0.1451 -0.0783 0.0367 0.0990
H 3.19797 4.71194 -1.31657 0.0655 -0.0085 -0.2163 0.1156
H 4.04709 1.89563 -0.47495 -0.2751 0.1157 -0.0552 0.0723
H 3.46586 3.09161 0.70194 0.0556 0.0313 -0.0297 0.0696
H 4.90790 3.40634 -0.28202 -0.0691 0.0299 0.0303 0.0755
H 4.77248 3.23728 -4.54608 -0.3133 -0.0695 0.0283 0.1136
H 3.91723 4.18845 -5.75847 -0.3043 -0.0280 0.1895 0.1210
H 4.88674 1.31921 -6.01479 -0.1041 0.0938 -0.0022 0.0628
H 5.26391 2.69487 -7.03604 -0.1767 0.0847 0.0536 0.0791
H 3.64209 1.95586 -7.08571 -0.0128 0.1800 -0.0499 0.0786
O 2.32389 3.52378 3.73905 -4.1455 -0.7044 -2.0612 -0.2203
P 1.39691 2.96674 4.83226 7.0255 0.2382 6.7728 0.7665
O 1.73854 4.19229 5.90121 -0.7520 0.3945 -0.4185 -0.2541
C 1.41907 5.52561 5.51876 0.0315 0.3750 -0.0378 -0.2959
C -0.07130 5.79137 5.61954 -0.1051 0.1219 0.2072 -0.0793
O 2.50356 1.83367 5.34399 -0.9586 -0.7523 -0.8379 -0.2492
C 3.33434 1.18971 4.37587 0.4597 0.2549 -0.1534 -0.2921
C 4.70280 1.85068 4.32946 0.2293 0.0015 0.1202 -0.0757
O 0.34395 2.30603 6.00822 -1.6529 0.2375 -3.8127 -0.2721
C 0.72195 2.18209 7.38058 0.1135 0.3669 0.9183 -0.2804
C 0.11042 3.29129 8.22206 0.2665 0.3187 0.1058 -0.0784
H 1.77458 5.73455 4.50658 0.0471 -0.1406 0.0353 0.1019
H 1.95889 6.19752 6.19157 0.0331 -0.1849 0.0200 0.1212
H -0.65040 5.02536 5.09495 0.0154 0.0742 -0.0855 0.0720
H -0.31656 6.77012 5.19880 0.0158 -0.0953 -0.0207 0.0790
H -0.39505 5.78268 6.66258 -0.0173 -0.0437 -0.0926 0.0669
H 2.85435 1.19793 3.39412 0.1188 0.0942 0.0790 0.0983
H 3.44361 0.14298 4.66470 -0.1363 0.0364 0.1785 0.1148
H 4.64005 2.94178 4.35878 -0.1892 -0.1532 -0.1786 0.0722
H 5.24412 1.55660 3.42663 -0.0057 0.0014 0.0714 0.0765
H 5.29374 1.55326 5.19957 -0.0158 -0.0390 -0.0692 0.0738
H 1.80522 2.15343 7.51928 -0.1750 0.0250 -0.2725 0.1138
H 0.32211 1.22315 7.72181 -0.0332 -0.0349 -0.3538 0.1211
H 0.69647 4.20955 8.14550 -0.0607 -0.1088 -0.0611 0.0622
H 0.10364 3.01113 9.28129 -0.0638 -0.1111 -0.1548 0.0791
H -0.90627 3.52097 7.90320 -0.0513 -0.1759 0.0505 0.0779
O -2.89716 -1.47682 -0.66198 1.7358 -3.6431 2.3323 -0.2267
P -3.25851 -1.24381 0.81330 -4.5367 8.4398 -1.6531 0.7617
O -4.87349 -0.99903 0.50817 0.0551 -0.9109 0.1184 -0.2512
C -5.61037 -2.05531 -0.09779 -0.2591 -0.1723 -0.2089 -0.2953
C -5.91865 -3.15988 0.89564 -0.2268 -0.0222 0.1134 -0.0790
O -2.73036 0.33407 0.82053 0.9022 -0.9205 0.6805 -0.2442
C -1.57791 0.67640 0.05155 0.0522 0.1271 -0.5457 -0.2911
C -1.98725 1.28519 -1.27822 -0.0815 0.2462 -0.1596 -0.0707
O -3.58868 -1.04052 2.47969 2.3897 -3.3226 -0.9906 -0.2687
C -4.41177 0.02187 2.96603 -0.9010 0.4385 0.2211 -0.2787
C -5.81336 -0.47159 3.28897 -0.2959 0.0904 -0.2989 -0.0776
H -5.07260 -2.45873 -0.95970 0.0825 0.1191 0.0435 0.0986
H -6.54375 -1.62891 -0.47519 0.1279 0.1195 0.0746 0.1220
H -5.01664 -3.48856 1.42080 0.0015 -0.0681 -0.0843 0.0719
H -6.36567 -4.01917 0.38866 0.0791 0.0442 0.0245 0.0788
H -6.62408 -2.81164 1.65309 0.0971 -0.0475 -0.0163 0.0674
H -0.94191 -0.20040 -0.09266 -0.0911 0.1089 -0.0894 0.0986
H -0.99267 1.40039 0.62096 -0.1341 -0.0183 0.1533 0.1152
H -2.81658 0.74879 -1.74727 0.2162 -0.1604 0.1297 0.0729
H -1.14205 1.29583 -1.97120 -0.0302 0.0355 0.0562 0.0663
H -2.33039 2.31289 -1.13355 0.0747 -0.0274 -0.0006 0.0758
H -4.45664 0.86983 2.27865 0.1646 -0.2789 -0.0341 0.1139
H -3.94291 0.37272 3.88956 0.2686 -0.2034 -0.1434 0.1217
H -6.42566 -0.53031 2.38664 0.1178 -0.0205 0.0653 0.0621
H -6.31958 0.22490 3.96650 0.1879 -0.0780 0.0189 0.0799
H -5.79406 -1.46369 3.73999 0.0955 0.0761 0.1501 0.0785